Entry from OMol25: C40H49HgN2O3P2S4 as an isolated structure (ωB97M-V/def2-TZVPD).

Results
Energy relative to the best compared isomer or geometry (same formula, charge and spin) ... 3.373 eV
LUMO level (alpha / beta) ... 4.0 / 4.0 eV

```
! wB97M-V def2-TZVPD RIJCOSX def2/J DEFGRID3
* xyz -2 2
Hg -0.50 0.50 0.41
S 2.54 -2.80 -4.35
S -1.69 -0.74 -6.81
S -1.28 -1.53 -4.94
S 2.05 -0.03 -5.90
P 2.15 0.73 0.74
P -2.66 -1.08 1.09
O -2.04 2.97 1.40
O 2.20 0.19 -1.92
O -1.49 2.54 0.29
N -0.02 -0.42 2.50
N -0.54 -0.26 -1.66
C 1.85 -1.86 -3.06
C 1.68 3.16 -0.42
C 3.46 -0.58 0.56
C 1.62 -0.33 -3.00
C -4.23 -0.49 1.90
C 2.55 2.41 -5.44
C -2.62 1.28 -5.25
C 3.17 -1.76 1.48
C -3.21 -2.34 -0.15
C 2.30 1.80 -4.18
C 2.00 0.47 -4.25
C -5.19 -1.54 2.44
C -2.01 -3.17 -0.62
C 2.46 1.53 -6.48
C 4.90 -0.09 0.71
C 3.78 3.21 0.92
C -3.84 0.50 3.00
C 2.87 2.32 0.08
C -0.94 -0.08 -4.02
C 0.79 0.44 4.63
C -2.82 0.53 -6.34
C 1.89 -4.05 -2.23
C 2.92 1.56 4.80
C -2.35 -3.27 2.83
C 2.06 0.86 2.60
C -0.61 -1.56 2.96
C 1.76 1.07 5.39
C 2.42 -4.27 -3.47
C -0.57 -3.58 4.36
C 3.03 1.45 3.42
C -0.01 -2.39 3.95
C -1.83 -2.05 2.40
C 0.93 0.27 3.23
C -1.58 1.08 -4.25
C 1.57 -2.69 -2.01
C 4.01 2.19 5.63
C -3.84 -1.59 -1.33
C -1.76 -4.06 3.81
C -2.37 -5.37 4.25
C -0.05 -0.24 -2.79
H 3.78 -2.63 1.18
H -5.47 -2.28 1.69
H 1.06 2.57 -1.09
H 3.41 1.98 -0.81
H -0.06 -4.17 5.11
H 1.14 -2.29 -1.09
H 3.61 2.95 6.30
H 2.81 3.45 -5.57
H 2.12 -2.06 1.45
H 2.03 4.05 -0.95
H -1.53 -3.70 0.20
H -6.10 -1.06 2.79
H 4.04 4.10 0.33
H 5.59 -0.91 0.50
H -2.06 -6.20 3.61
H -2.34 -3.90 -1.37
H -3.19 1.29 2.62
H 2.59 1.70 -7.53
H -4.73 0.97 3.43
H 3.33 -0.90 -0.47
H -2.08 -5.61 5.28
H 4.72 2.72 1.20
H 1.05 3.48 0.42
H 2.75 -5.20 -3.92
H -3.30 -0.02 3.80
H -4.73 0.06 1.10
H -0.11 0.06 5.10
H -4.16 -2.29 -2.10
H 3.93 1.83 2.97
H -3.10 -0.91 -1.76
H -3.26 -3.64 2.36
H -3.46 -5.32 4.21
H -3.32 2.08 -5.06
H -4.74 -2.07 3.29
H 4.52 1.45 6.25
H -1.39 1.88 -3.54
H 3.28 3.56 1.83
H 1.61 1.17 6.46
H -1.28 -2.51 -1.09
H 5.10 0.25 1.73
H 2.32 2.32 -3.22
H 1.72 -4.84 -1.51
H 0.94 -2.08 4.37
H -3.64 0.70 -7.02
H -4.71 -1.00 -1.02
H -3.96 -3.00 0.30
H 5.13 0.72 0.02
H 4.76 2.66 4.99
H 3.42 -1.53 2.52
*
```

Löwdin atomic charge list, values in e, 2 entries: 0.910 0.953

Entry from OMol25: C40H49N3OPRh as an isolated structure at a distorted geometry (ωB97M-V/def2-TZVPD).

Results
LUMO level (alpha / beta) ... -6.6 / -6.6 eV

```
! wB97M-V def2-TZVPD RIJCOSX def2/J DEFGRID3
* xyz 2 1
Rh -0.05 0.39 1.51
P -1.71 3.12 0.12
O 0.10 -0.48 3.61
N -0.93 1.85 0.80
N -0.58 -1.47 0.54
N 1.68 -0.10 0.39
C -5.42 1.66 0.67
C -0.43 2.42 -2.21
C 1.37 -1.09 3.93
C 3.96 0.22 -0.20
C -1.00 4.75 2.20
C -1.52 3.09 -1.66
C 2.79 0.64 0.40
C 0.39 -2.03 -0.19
C -4.07 1.78 0.37
C -2.69 -5.72 -1.36
C -1.05 -3.87 -0.80
C -0.44 5.58 -0.02
C 4.00 -1.02 -0.84
C -1.05 -4.90 -3.06
C 2.45 -0.04 3.86
C 0.13 6.70 0.56
C 5.24 -1.54 -1.55
C 0.15 6.84 1.94
C 5.58 -2.95 -1.05
C 1.68 -1.29 -0.22
C -3.45 3.02 0.52
C -2.30 -0.49 3.78
C -1.77 -2.07 0.62
C -2.30 3.67 -3.86
C -2.04 -3.26 -0.02
C -6.13 2.76 1.13
C 6.45 -0.64 -1.34
C 2.82 -1.76 -0.84
C -2.46 3.72 -2.48
C -5.50 3.99 1.28
C -1.03 -1.28 4.02
C 4.91 -1.60 -3.06
C -1.21 3.00 -4.40
C -1.27 -5.17 -1.56
C -1.01 4.61 0.80
C 0.18 -3.21 -0.87
C -4.15 4.13 0.98
C -0.43 5.88 2.76
C -0.28 2.38 -3.59
C -0.26 -6.21 -1.07
H -7.18 2.66 1.38
H -3.18 -1.14 3.82
H 4.10 -2.29 -3.27
H 2.81 -2.73 -1.32
H -1.75 -4.14 -3.43
H -3.02 -3.70 0.08
H -3.31 4.24 -2.05
H -5.92 0.70 0.55
H -0.45 5.46 -1.09
H -1.03 -2.22 3.47
H -2.42 0.30 4.53
H -1.23 -5.82 -3.62
H -2.79 -6.64 -1.93
H -0.04 -4.57 -3.27
H -2.52 -1.57 1.21
H 2.20 0.70 3.10
H -2.88 -5.96 -0.31
H 0.61 7.71 2.38
H -3.66 5.08 1.11
H -0.39 -6.42 -0.01
H 0.57 7.47 -0.07
H 2.55 0.50 4.81
H -0.91 -1.50 5.08
H 4.83 0.86 -0.15
H 6.29 0.37 -1.73
H 1.56 -1.91 3.23
H 1.30 -1.51 4.94
H 0.97 -3.64 -1.47
H 7.30 -1.05 -1.88
H -1.10 2.95 -5.48
H 4.77 -3.66 -1.23
H 6.73 -0.57 -0.29
H -3.45 -5.02 -1.72
H 4.64 -0.61 -3.44
H 2.72 1.61 0.88
H -6.07 4.84 1.64
H -1.45 3.99 2.82
H -3.02 4.16 -4.50
H 3.41 -0.48 3.61
H -2.28 -0.01 2.80
H -3.51 0.93 0.00
H -0.41 -7.14 -1.62
H 5.79 -1.94 -3.61
H 0.77 -5.89 -1.24
H 6.46 -3.32 -1.57
H 0.29 1.94 -1.56
H -0.43 6.01 3.83
H 0.57 1.87 -4.02
H 5.80 -2.94 0.02
*
```

Löwdin atomic charge list, values in e, 2 entries: 1.101 0.869

Entry from OMol25: C40H50AlGeO7S2Si as an isolated structure (ωB97M-V/def2-TZVPD).

Results
Energy relative to the best compared isomer or geometry (same formula, charge and spin) ... 0.000 eV
LUMO level ... 2.4 eV

```
! wB97M-V def2-TZVPD RIJCOSX def2/J DEFGRID3
* xyz -1 1
Ge 2.27 -1.81 4.84
S 0.39 1.96 -0.74
S -0.34 -1.89 -0.68
Si -2.26 -1.41 0.00
Al 0.74 -0.10 0.13
O -2.63 -2.04 1.47
O 4.50 -0.03 -1.01
O -2.28 0.22 0.11
O 0.52 -0.01 1.89
O -3.44 -1.99 -1.00
O 2.29 1.15 2.62
O 2.41 -0.31 -0.36
C 2.95 -5.69 6.38
C 4.34 -1.63 2.76
C 0.53 -0.96 4.68
C 3.09 -4.45 5.77
C -3.62 -1.95 -2.41
C 3.47 -0.74 5.95
C -2.33 -4.41 1.01
C 4.92 -1.95 1.55
C -2.68 -3.51 3.31
C 4.30 -2.85 0.69
C 3.10 -3.43 1.05
C 0.67 -5.17 6.92
C -4.56 -3.47 1.66
C 3.26 1.94 -0.52
C 1.74 -6.05 6.95
C 4.44 2.66 -0.39
C 3.43 0.44 -0.66
C -5.11 -2.15 -2.64
C 5.17 0.81 7.54
C 3.25 4.72 -0.23
C -2.83 -3.09 -3.05
C 1.24 0.58 2.82
C -2.71 1.44 2.11
C 0.62 0.49 4.20
C -3.14 2.39 -0.16
C 3.92 -1.21 7.18
C 2.03 2.63 -0.51
C -3.18 -0.60 -2.97
C 2.07 4.02 -0.36
C 2.51 -3.10 2.26
C 4.76 -0.44 7.97
C -4.63 0.59 0.72
C 0.82 -3.92 6.32
C 4.46 4.03 -0.24
C 4.73 1.30 6.32
C 3.12 -2.20 3.14
C 2.03 -3.54 5.74
C 3.88 0.53 5.52
C -3.05 -3.36 1.84
C -3.21 1.15 0.70
H 4.03 -4.18 5.31
H 2.59 -4.11 0.37
H -0.02 -3.24 6.31
H -1.77 -3.01 -2.81
H -1.25 -4.27 1.09
H 0.07 -1.00 5.68
H -5.67 -1.34 -2.17
H -3.45 2.16 -1.18
H 4.75 -3.07 -0.27
H -4.69 -0.33 1.31
H -1.60 -3.56 3.43
H 3.53 0.94 4.58
H -0.28 -5.44 7.36
H -2.58 -5.41 1.37
H -4.90 -4.48 1.91
H 3.23 5.79 -0.10
H -4.84 -3.25 0.63
H -3.41 -0.54 -4.04
H -4.98 0.38 -0.29
H 5.83 1.41 8.15
H -0.09 -1.54 4.00
H -2.61 -4.33 -0.04
H -5.08 -2.77 2.32
H 5.40 4.56 -0.13
H -0.39 0.92 4.14
H 1.63 -7.02 7.42
H -3.80 3.17 0.24
H 5.11 -0.83 8.93
H -2.11 2.78 -0.19
H -3.70 0.21 -2.45
H 3.79 -6.38 6.39
H -3.11 -4.43 3.72
H 4.82 -0.91 3.41
H 3.60 -2.19 7.53
H -3.06 -2.66 3.88
H -1.69 1.83 2.05
H 5.36 2.09 -0.41
H -2.94 -3.07 -4.14
H -5.34 -2.17 -3.70
H -5.43 -3.10 -2.19
H -2.10 -0.45 -2.84
H 1.21 1.10 4.88
H -2.71 0.53 2.71
H -3.35 2.19 2.59
H -3.21 -4.06 -2.69
H -5.29 1.33 1.18
H 5.04 2.28 5.98
H 1.12 4.56 -0.35
H 5.85 -1.47 1.25
H 1.55 -3.54 2.52
*
```

Löwdin atomic charge list, values in e, 2 entries: 1.015 0.808

Entry from OMol25: a 10-piece molecular cluster, C40H50N10 overall at a distorted geometry (ωB97M-V/def2-TZVPD).

Results
Energy relative to the best compared isomer or geometry (same formula, charge and spin) ... 13.729 eV
LUMO level ... 0.5 eV
SMILES ... c1cc[nH]c1.c1cc[nH]c1.c1cc[nH]c1.c1cc[nH]c1.c1cc[nH]c1.c1cc[nH]c1.c1cc[nH]c1.c1cc[nH]c1.c1cc[nH]c1.c1cc[nH]c1

```
! wB97M-V def2-TZVPD RIJCOSX def2/J DEFGRID3
* xyz 0 1
N -0.81 0.56 -4.42
N -0.32 2.62 -0.80
N 1.00 -3.69 -0.04
N -7.49 -0.70 0.03
N -1.60 -4.43 -1.77
N 5.65 -0.38 2.09
N -0.08 -0.38 -1.41
N -1.55 0.48 5.61
N 4.61 3.54 -0.95
N 0.54 3.69 1.63
C 0.54 -0.55 0.73
C 1.59 3.58 3.52
C 1.33 -0.28 -1.48
C -2.06 -4.97 -2.98
C 1.41 -4.58 -1.10
C -3.34 -4.64 -3.19
C 4.50 2.19 -0.52
C -0.84 -1.51 5.12
C 0.67 -4.20 1.21
C -3.71 -3.62 -2.10
C 0.88 4.93 3.48
C 0.88 3.16 -1.30
C 4.56 3.63 -2.35
C 1.69 -0.31 -0.19
C -7.45 -0.61 -1.27
C 4.34 -0.41 2.60
C 4.37 1.42 -1.61
C -1.26 -1.56 -4.15
C -2.39 -0.65 -3.59
C 0.17 4.90 2.36
C 4.44 2.36 -2.85
C -0.97 -0.60 6.16
C -1.71 0.37 4.28
C -0.43 -0.72 -4.80
C 5.45 1.65 2.96
C -2.62 -3.60 -1.31
C -1.98 0.63 -3.76
C -1.31 -0.86 3.95
C -6.18 -0.58 -1.59
C -5.37 -0.98 -0.40
C 0.64 4.45 -1.65
C 6.20 0.89 2.19
C -1.37 3.54 -0.93
C -0.82 4.68 -1.37
C -6.31 -0.86 0.63
C 4.13 0.83 3.05
C 0.62 -5.53 0.98
C 0.96 -5.82 -0.58
C -0.59 -0.62 -0.16
C 1.30 2.92 2.44
H -8.18 -0.61 -1.95
H -0.72 -0.39 -2.23
H 4.65 4.49 -0.45
H -6.16 -1.09 1.74
H 3.19 1.08 3.67
H -2.27 1.60 -3.57
H 0.93 5.67 4.09
H 4.28 0.35 -1.68
H 0.55 -0.75 -5.34
H 0.38 -0.50 1.79
H -8.18 -0.23 0.72
H -1.55 -0.96 0.16
H 0.04 3.57 0.68
H -1.27 -2.54 -4.23
H 1.89 2.62 -1.06
H 1.58 -4.04 -2.09
H 1.10 -2.76 -0.20
H -1.30 -5.56 -3.54
H -1.44 5.63 -1.70
H 2.01 3.13 4.39
H -0.42 1.70 -0.61
H -2.30 -3.20 -0.36
H -3.92 -4.99 -3.90
H 0.92 -6.71 -1.27
H 4.33 4.67 -2.90
H 1.44 5.15 -2.06
H 4.41 2.25 -3.94
H -1.30 -1.46 2.86
H -3.33 -0.95 -3.22
H -4.27 -0.71 -0.26
H -0.01 1.31 -4.49
H -0.49 5.65 1.85
H -0.25 -2.51 5.01
H 1.34 2.01 2.36
H 4.19 1.83 0.53
H -4.65 -3.18 -2.03
H 0.45 -6.35 1.72
H 5.91 -1.19 1.59
H -1.82 1.49 6.12
H -0.60 -0.42 7.17
H 3.55 -1.35 2.25
H -5.62 -0.57 -2.54
H 7.20 0.98 1.73
H 0.67 -3.64 2.18
H 5.86 2.77 3.36
H -0.72 -4.47 -1.46
H 1.70 -0.27 -2.55
H -2.34 3.26 -0.64
H 2.73 -0.22 0.18
H -2.05 1.02 3.70
*
```

Löwdin atomic charge list, values in e, 2 entries: -0.044 -0.010